Entry 1:
98
Properties=species:S:1:pos:R:3:forces:R:3 method="wB97M-V/def2-TZVPD" e_tot_ha=-18022.1196 homo_lumo_gap_ev=8.4 spin_multiplicity=1
Br 0.92523 6.02501 -0.31932 0.326 -0.273 0.532
Br -0.59308 7.99982 -2.15702 -0.163 0.238 -0.101
Br -3.23755 0.86492 -6.73099 -0.889 -1.438 -0.840
Br -3.40958 2.62671 -4.18454 -0.772 0.464 0.808
Br -1.30220 4.93021 -2.27367 -0.104 -0.187 -0.029
Br -1.90190 3.57787 -6.76617 0.581 0.732 -0.102
O 0.58771 0.69769 2.40049 -1.376 -0.268 1.229
O 1.20537 -2.51849 -1.50038 -0.407 0.382 -2.404
O -0.60390 1.13756 -3.36163 -0.805 -0.910 -1.694
O -3.89404 -1.04255 0.81986 0.992 -0.960 -0.667
O -4.24842 -4.91495 -6.15899 0.298 -0.670 -0.852
O -2.28993 -1.35865 -0.69568 0.473 -0.665 -0.283
O 0.91182 1.11030 -1.80506 0.227 -0.871 -0.260
O -2.34852 -4.08706 -5.27418 -0.036 -0.850 -1.883
O -1.59152 0.51735 3.04658 -0.837 -0.077 -0.151
O 2.70195 -1.92361 0.01062 0.291 0.462 -1.329
O -1.90000 -1.95526 1.45272 -1.603 0.924 -2.171
O -1.14675 1.86168 -1.33292 1.576 -0.798 1.903
O -0.07457 -0.70845 4.04172 0.153 -0.273 -0.481
O 1.97483 3.92162 7.39042 1.208 -0.517 -2.816
O 3.66533 4.17998 5.78451 -2.496 -1.172 0.917
O 3.00077 -1.43246 -2.18394 0.585 0.793 -0.923
O -4.10958 -4.52011 -3.96086 -0.666 0.149 0.944
O 1.83768 2.88354 5.32094 0.428 0.909 1.481
N 3.96395 -0.99456 4.90611 1.014 -0.131 0.314
C -2.36666 2.11360 -5.66574 -0.632 0.599 -0.126
C 5.10002 -1.01797 5.72307 0.053 -0.586 -0.373
C -0.74586 6.36857 -1.14091 -0.116 0.360 -0.759
C 2.43954 3.69178 6.28762 0.050 0.026 0.481
C -0.31893 1.29035 -2.22096 -0.526 1.659 -0.146
C -0.33985 1.97097 -0.03301 -1.005 0.211 -1.013
C -1.22990 -1.28759 6.04691 -0.066 -0.094 -0.086
C -0.29723 0.22572 3.09268 1.034 -0.631 -0.048
C 3.02414 -2.20613 -4.45199 0.455 -1.770 0.307
C 2.20717 -1.54082 -3.40107 0.734 1.509 -0.030
C 2.65095 2.79348 4.13728 -1.533 0.007 0.757
C -2.38865 -0.43086 3.86019 0.716 1.876 1.286
C -4.43962 -0.56381 -0.41870 0.197 1.084 -0.270
C -2.07227 -4.22445 -6.74337 -0.520 -0.483 0.927
C 2.99795 -0.22621 5.52648 -0.289 -1.176 -0.991
C -3.45880 -1.11772 -1.47828 -0.193 0.940 1.176
C 5.04551 2.71032 4.48836 0.776 -1.177 0.663
C 3.48358 0.20184 6.69799 1.901 -0.230 0.992
C 2.26498 2.30529 -0.28363 -1.024 -0.196 1.663
C -3.31433 -5.07264 -7.25883 1.626 1.307 0.690
C -4.64231 0.96648 -0.27521 0.501 -1.999 0.102
C 1.03459 1.40366 -0.44417 0.769 0.494 1.713
C -1.30628 -1.30841 4.51584 0.020 0.874 0.519
C -3.88763 -4.53645 -8.51809 -0.926 -0.142 -1.090
C -2.62759 -1.51489 0.56158 1.005 -0.533 3.442
C 1.05106 -2.31646 -2.98735 -1.901 -2.947 1.898
C 3.85582 3.60433 4.47935 0.835 -0.098 0.782
C 2.35440 -1.92876 -1.15016 -0.534 -0.910 2.475
C 4.86209 -0.32692 6.86949 -2.599 1.047 -0.841
C -3.63391 -4.51352 -5.03614 1.516 0.184 -0.702
H -4.80901 -5.11962 -8.72579 0.625 0.183 -0.324
H -3.11715 -0.39318 -2.19096 -0.412 0.239 -0.785
H -1.11640 -4.73224 -6.99072 -0.537 0.114 0.820
H 5.20226 2.27848 3.51021 0.053 -0.055 -0.435
H 2.20398 3.17773 -0.92566 -0.033 0.231 0.118
H 3.89637 -1.66163 -4.67342 0.923 0.968 -0.643
H -1.53198 6.52962 -0.42558 0.056 -0.039 0.365
H -1.56362 1.62394 -5.21638 1.625 -0.359 0.333
H -3.01976 -6.12217 -7.46515 -0.307 0.368 0.885
H -0.34953 3.03265 0.23001 0.197 -0.119 -0.168
H 2.31974 2.55760 0.82091 0.103 0.024 -1.313
H 3.41555 -3.18257 -4.11099 -0.239 0.348 0.504
H -3.15780 -4.60187 -9.37185 -0.772 -0.049 0.835
H 3.88702 -1.51940 4.03569 -0.129 0.469 0.541
H 1.98455 -0.17515 5.15172 0.259 0.166 -0.206
H 3.12810 1.71441 -0.53666 0.437 -0.137 -0.117
H -5.21013 0.98033 0.67835 0.009 0.816 -0.803
H 2.50166 -2.53254 -5.33688 -0.525 0.662 -0.459
H -3.65330 1.44817 -0.14149 -0.719 0.069 -0.361
H -2.15827 -1.59399 6.53127 -0.176 -0.247 -0.321
H -0.44931 -2.01410 6.37867 -0.384 0.953 -0.130
H 5.46690 -0.14247 7.72862 0.460 -0.066 0.088
H 6.01450 3.05529 4.86312 -0.382 0.578 -0.142
H -1.08551 -0.24936 6.39469 0.472 -0.505 -0.100
H -3.10222 -0.89416 3.18633 0.133 -0.152 0.305
H 2.10558 3.30048 3.34581 -0.237 -0.438 -0.272
H 0.09815 -1.83611 -3.14075 -0.254 0.203 -0.012
H -0.84564 1.41680 0.77139 0.220 0.060 -0.688
H -3.85099 -2.04203 -1.87007 0.206 -0.303 -0.494
H -1.38399 -2.30717 4.15745 0.246 -0.816 -0.463
H 1.23560 0.49259 0.12144 -0.173 -0.093 -0.161
H 6.00884 -1.55993 5.45763 -0.515 0.148 -0.163
H 4.77191 1.85642 5.14609 0.214 0.391 -0.321
H 1.83100 -0.53432 -3.67599 0.794 -0.297 0.081
H -1.96613 -3.19516 -7.10280 -0.544 -0.245 -0.255
H -4.23698 -3.51305 -8.40787 0.257 0.226 0.051
H 2.94058 0.85628 7.33207 -0.219 0.291 0.697
H -5.20092 1.20535 -1.19596 0.190 0.800 0.697
H -5.40916 -0.99631 -0.58684 -0.443 -0.409 0.206
H 2.82489 1.73259 3.94106 0.043 0.313 -0.166
H -2.85527 0.17575 4.69642 0.128 -0.522 -1.256
H 3.79466 4.42455 3.82905 1.024 1.251 -1.072
H 1.01612 -3.33141 -3.46409 0.006 0.777 0.568

=====

Entry 2:
27
Properties=species:S:1:pos:R:3:forces:R:3 method="wB97M-V/def2-TZVPD" e_tot_ha=-490.0465 homo_lumo_gap_ev=8.5 spin_multiplicity=1
O -0.31324 -2.12494 1.20267 -0.948 -2.732 3.444
C -1.45688 -0.14983 -0.13454 0.473 1.240 1.052
C 3.63627 -0.16179 -1.29685 -3.486 -0.711 -1.546
C -1.21377 0.27557 -1.56189 -2.563 2.010 0.333
C -2.85097 -0.60551 0.03219 0.021 1.379 2.386
C 2.24666 -0.61800 -1.16112 1.902 1.926 0.562
C -1.27041 1.14153 0.73684 -0.234 -0.717 -2.243
C 1.77102 -0.54756 0.18225 -5.969 -2.663 -3.804
C 2.48196 -0.39289 1.30427 0.255 0.439 0.532
C 3.80634 -0.05980 1.11874 0.790 1.242 2.966
C 4.28647 0.15076 -0.12334 3.416 0.937 -2.714
B -0.33930 -1.11182 0.43096 3.502 3.625 -2.398
H -3.00954 -1.43278 -0.51564 -0.995 -2.969 -2.129
H -1.89179 1.99259 0.38698 0.427 -0.566 0.424
H 4.01421 0.06188 -2.34715 -0.133 -0.419 1.713
H 4.44499 0.28193 1.97339 -0.628 -0.589 -0.708
H -3.06329 -0.85932 1.07396 -0.163 0.060 0.087
H -0.51290 1.07617 -1.53545 0.875 0.372 -0.596
H -2.17109 0.67201 -2.07331 1.197 -0.306 1.073
H 1.89058 -0.37590 2.21039 0.729 -0.129 0.508
H -3.49541 0.19751 -0.26628 -0.673 0.292 -0.160
H -0.23831 1.27946 0.65747 1.799 1.431 -0.632
H -1.01980 -2.31818 1.87335 0.566 0.134 -1.335
H 5.29824 0.63861 -0.32687 -1.224 -0.831 0.912
H -0.96579 -0.51164 -2.15771 1.259 -2.122 -1.813
H 1.57346 -0.72488 -2.07302 1.019 -0.064 1.496
H -1.29009 0.91610 1.74078 -1.215 -0.271 2.589

=====

Entry 3:
36
Properties=species:S:1:pos:R:3:forces:R:3 method="wB97M-V/def2-TZVPD" charge=+2 e_tot_ha=-1181.7367 homo_lumo_gap_ev=3.3 spin_multiplicity=1
In 1.31092 0.14741 -1.22109 -0.118 -1.053 0.698
F 1.28287 5.25490 -3.22593 0.007 -0.108 0.507
F -0.50925 4.12486 -3.56584 0.265 -0.294 0.492
F -0.48386 5.62325 -2.03545 0.376 -0.457 0.221
O -0.20454 2.65446 -1.31578 -0.684 1.476 -0.253
O -0.81627 -1.29382 -0.48180 0.500 0.387 0.089
O 2.41930 -1.90609 0.22765 -0.120 0.072 -0.590
O 1.81685 2.98470 -1.95273 1.305 0.803 -1.674
C -1.79721 -2.47341 1.35183 0.130 -0.234 -0.493
C -1.41095 -2.29526 -0.08381 0.384 0.171 -0.321
C -1.37181 3.10842 -0.57293 -1.129 0.343 0.151
C 1.80167 -3.20799 2.12823 0.161 -0.520 -1.528
C -2.31669 1.95476 -0.43547 -0.653 -1.007 0.763
C 0.77807 3.56204 -1.62755 -0.084 -3.708 3.331
C 3.58841 -1.39359 2.22920 1.190 -0.521 -0.050
C -1.82072 -3.36854 -1.03906 -1.187 -0.183 0.100
C 2.66341 -2.21451 1.38482 -1.074 1.344 1.265
C 0.22520 4.74612 -2.68724 -0.793 2.173 -2.468
H 4.41075 -0.99922 1.63146 -0.116 0.118 -0.042
H -1.83072 3.95524 -1.09514 0.054 -0.215 -0.255
H -2.05426 -2.99938 -2.03538 0.620 0.173 -0.086
H -1.95319 1.25229 0.32294 0.249 -0.054 -0.280
H -2.56691 1.38904 -1.33238 0.418 0.269 -0.269
H 0.99193 4.27887 -0.76320 -0.155 0.479 -0.319
H 1.30858 -2.73672 2.97454 0.197 -0.004 0.171
H 4.02912 -2.01028 3.01430 -0.059 0.027 0.040
H -3.29236 2.22731 -0.02508 0.175 0.606 -0.084
H -2.77914 -3.77893 -0.70386 0.212 -0.202 0.185
H 3.08916 -0.56765 2.73767 -0.324 -0.070 -0.173
H -1.44410 -1.67365 1.99330 -0.158 0.150 -0.044
H -1.39425 -3.42417 1.70910 -0.136 -0.058 -0.014
H -2.88432 -2.57785 1.32415 -0.006 0.104 0.455
H 1.07228 -3.54537 1.38918 -0.162 -0.105 0.284
H -1.11898 3.48863 0.42023 0.508 -0.143 -0.108
H 2.37747 -4.08600 2.42189 0.042 0.132 0.347
H -1.11650 -4.19986 -1.06079 0.163 0.109 -0.049

=====

Entry 4:
19
Properties=species:S:1:pos:R:3:forces:R:3 method="wB97M-V/def2-TZVPD" smiles="C=NN(C)CCCF" e_tot_ha=-406.4175 homo_lumo_gap_ev=9.1 spin_multiplicity=1
F 3.04256 -0.40328 -0.85925 0.228 -0.110 0.037
N -1.62334 -0.37924 -0.82103 0.075 1.182 0.024
N -0.92247 0.40711 0.01907 -0.841 0.107 0.004
C -0.89524 1.80975 -0.37205 0.160 -0.342 -0.395
C 1.96368 0.22951 -0.24898 -0.259 -0.427 -0.405
C -0.10967 -0.14172 1.08753 0.154 0.174 -0.839
C 1.10841 -0.81633 0.47359 0.435 -0.012 -0.185
C -1.85512 -1.59686 -0.57141 -0.360 -0.413 -0.869
H 0.83735 -1.63321 -0.20524 -0.046 0.347 -0.083
H -1.92060 2.21612 -0.47742 0.530 -0.215 0.149
H 0.27934 0.70786 1.66169 -0.531 -0.293 0.351
H 1.70062 -1.28169 1.24958 0.306 -0.081 0.337
H 2.38459 0.96972 0.44611 -0.250 -0.063 -0.130
H -0.39235 1.88299 -1.36898 -0.263 0.376 0.770
H -0.35291 2.36015 0.41447 -0.179 -0.040 -0.551
H -1.50674 -2.08839 0.31571 0.071 -0.539 0.279
H 1.41160 0.71794 -1.07421 0.181 -0.106 0.596
H -0.70608 -0.85191 1.67905 0.277 0.444 0.223
H -2.44362 -2.10851 -1.34825 0.314 0.011 0.688